(1)
4 unconnected molecules or ions with the total composition C19H28N3O5S. Source: the Open Molecules 2025 dataset; level of theory: wB97M-V/def2-TZVPD.

Geometry as ORCA input:
```
! wB97M-V def2-TZVPD RIJCOSX def2/J DEFGRID3
* xyz -1 1
C -6.17990 -0.03857 0.82222
C -4.90377 -0.21980 -0.01682
O -4.13297 0.71036 -0.08734
O -4.69595 -1.37168 -0.70872
C -4.76934 -2.55837 0.08342
C -3.43057 -3.25858 0.36825
C -2.79753 -2.88038 1.70924
C -1.95783 -1.60245 1.70023
C -0.57126 -1.76690 1.07333
S -0.49271 -1.71505 -0.72560
O 0.72129 -1.02272 -1.18530
O -0.42540 -3.10372 -1.17782
O -1.65552 -1.10802 -1.28087
H -5.86889 0.34109 1.78721
H -6.69018 -0.99103 0.92409
H -6.78599 0.68313 0.28769
H -5.30198 -2.41504 1.02609
H -5.36353 -3.26950 -0.49249
H -3.66439 -4.32551 0.40484
H -2.76969 -3.12209 -0.48605
H -3.61422 -2.76472 2.43104
H -2.19387 -3.70754 2.08415
H -1.77717 -1.33082 2.74616
H -2.49589 -0.75680 1.27907
H 0.02303 -0.92049 1.41587
H -0.05045 -2.65960 1.40709
N 2.80188 1.92373 1.57367
C 3.89639 2.42311 0.91758
C 3.71290 2.20401 -0.42554
C 2.45731 1.55257 -0.58322
C 1.92140 1.39621 0.66191
H 2.66522 1.93991 2.56595
H 4.70513 2.88541 1.45884
H 4.40167 2.48073 -1.20686
H 1.99888 1.23324 -1.50315
H 0.99269 0.95485 0.97561
N 1.42945 5.22085 -0.60435
C 1.74836 6.35345 -1.29984
C 0.60516 6.82036 -1.89368
C -0.44581 5.93276 -1.53767
C 0.09638 4.95875 -0.74116
H 2.07835 4.66037 -0.07682
H 2.75780 6.72778 -1.31359
H 0.53056 7.69852 -2.51386
H -1.47940 6.00012 -1.83313
H -0.35031 4.10331 -0.26400
N 5.23865 -4.06476 -1.10836
C 4.16326 -3.59455 -1.82383
C 3.56666 -2.60157 -1.09659
C 4.31440 -2.46142 0.10538
C 5.33745 -3.37331 0.06924
H 5.85335 -4.79857 -1.40177
H 3.91658 -4.01002 -2.78590
H 2.68840 -2.03552 -1.38421
H 4.11952 -1.76593 0.90546
H 6.12239 -3.58961 0.77494
*
```

## Properties
LUMO: 2.8306 eV
HOMO energy: -4.74 eV
Orbital gap: 7.574 eV
Largest force on an atom: 4.042 eV/Å

Atom charges from the Mulliken analysis, given in e for atoms 1 to 2: atom 1 (C): -1.0430, atom 2 (C): 0.7152


(2)
13 unconnected molecules or ions with the total composition C19H64N12O13. Source: the Open Molecules 2025 dataset; level of theory: wB97M-V/def2-TZVPD.

Geometry as ORCA input:
```
! wB97M-V def2-TZVPD RIJCOSX def2/J DEFGRID3
* xyz 0 1
C 1.24266 0.41010 -2.78075
O 2.29305 0.42381 -1.82420
H 0.26000 0.12792 -2.29497
H 1.41326 -0.29887 -3.59638
H 1.17701 1.37784 -3.18251
H 2.29614 1.35867 -1.51184
C -1.60590 3.51277 0.86714
O -2.99330 3.12241 0.84521
H -1.32972 3.46622 1.91949
H -1.40755 4.56994 0.48620
H -0.85866 2.87449 0.44023
H -3.51134 3.92640 1.05711
C -0.13880 0.42067 0.35307
O -1.23047 -0.33371 -0.15542
H -0.42758 0.93830 1.32200
H 0.13341 1.26992 -0.33999
H 0.67337 -0.23476 0.51278
H -1.81834 0.20328 -0.70314
C 0.82315 2.94520 4.37987
O 0.78479 2.29218 3.11171
H 0.10442 3.68060 4.46336
H 1.71076 3.49013 4.43835
H 0.74872 2.29177 5.28101
H 0.74339 1.32136 3.28011
C 3.31447 -2.64806 -0.97467
O 3.55754 -3.89503 -0.46409
N 4.14220 -1.95537 -1.71467
N 2.25457 -1.99244 -0.70458
H 5.05333 -2.37345 -1.89464
H 4.09549 -0.96360 -1.89644
H 1.64952 -2.43904 0.06741
H 2.02825 -1.06754 -0.99532
C -0.32269 -3.65643 1.21081
O -0.43055 -5.00977 1.44020
N 0.77242 -2.99321 1.49725
N -1.31136 -3.02416 0.68806
H 1.48069 -3.52707 2.00801
H 0.52564 -1.98591 1.72691
H -2.15249 -3.50629 0.39068
H -1.16425 -2.15731 0.15349
C -2.15118 1.52579 -2.73424
O -1.66149 2.80350 -2.89808
N -1.92689 0.57140 -3.61140
N -2.81138 1.24527 -1.70356
H -1.45918 0.86941 -4.48018
H -2.20839 -0.40114 -3.52310
H -2.82770 2.02027 -1.01221
H -3.27279 0.31200 -1.43959
C -0.38952 -0.41593 4.22079
O 0.53508 -0.48800 3.24403
N -1.65086 -0.56895 4.09203
N -0.06213 -0.59820 5.49898
H -2.13716 -0.40804 3.17010
H -2.30630 -0.93760 4.82382
H 0.95738 -0.63814 5.72402
H -0.82704 -0.52656 6.25180
C -3.98842 -0.71566 2.21307
O -5.17819 -0.43718 2.80207
N -3.07541 0.12411 1.98499
N -3.72303 -1.93138 1.73502
H -3.24039 1.11268 2.11373
H -2.39628 -0.13737 1.21236
H -4.38195 -2.65136 2.09666
H -2.78817 -2.26526 1.59404
C -4.93308 -1.80884 -1.39523
O -3.63289 -1.28213 -1.47222
N -5.63366 -1.96340 -2.49000
N -5.57961 -2.24232 -0.39581
H -5.23336 -1.34137 -3.29675
H -6.63137 -2.28369 -2.46034
H -5.00187 -2.10857 0.46417
H -6.61325 -2.43311 -0.48476
C 2.48784 3.89612 -3.53062
C 2.51083 3.74530 -1.99206
C 1.19369 3.50010 -1.21481
O 3.37944 2.94370 -1.51461
H 3.52348 4.17133 -3.89114
H 1.66598 4.67011 -3.77934
H 2.19248 2.98859 -4.06243
H 2.89599 4.72521 -1.61265
H 0.52324 2.87494 -1.78175
H 0.70194 4.47203 -1.07446
H 1.38606 3.22290 -0.17068
H 4.24621 3.27889 -1.76128
C 3.96320 0.37329 0.89671
C 3.83367 1.68962 1.57479
C 3.68755 1.48676 3.06977
O 4.77633 2.48590 1.37117
H 4.14331 0.55458 -0.17077
H 2.99911 -0.21519 0.93648
H 4.80772 -0.31856 1.08772
H 2.89007 2.05951 1.24279
H 2.85891 0.81700 3.24299
H 3.40329 2.31945 3.63994
H 4.53405 0.89008 3.53889
H 4.40753 3.09765 0.71099
C 0.17496 -4.73201 -2.36168
C 0.19757 -3.45235 -3.27325
C -0.64588 -2.49339 -2.56068
O 1.33627 -2.91208 -3.23404
H 0.47255 -5.66147 -2.87417
H -0.75265 -5.00378 -1.84030
H 0.94327 -4.46181 -1.58710
H -0.13768 -3.59599 -4.26575
H -1.67330 -2.82172 -2.42806
H -0.58258 -1.59953 -3.18892
H -0.24180 -2.24450 -1.59171
H 1.55253 -2.71288 -2.30103
*
```

## Properties
LUMO: -0.1413 eV
ΔE to the lowest compared entry with this formula, charge and spin: 245.2 kcal/mol
HOMO energy: -8.50 eV
Orbital gap: 8.358 eV
Largest force on an atom: 10.727 eV/Å

Atom charges from the Mulliken analysis, given in e for atoms 1 to 2: atom 1 (C): 0.1591, atom 2 (O): -0.2230


(3)
8 unconnected molecules or ions with the total composition C29H42O24. Source: the Open Molecules 2025 dataset; level of theory: wB97M-V/def2-TZVPD.

Geometry as ORCA input:
```
! wB97M-V def2-TZVPD RIJCOSX def2/J DEFGRID3
* xyz 0 1
C -0.99157 -3.89451 -8.35159
C -1.05710 -3.18317 -9.70537
C -1.73387 -3.88940 -10.91451
O -3.08813 -3.44950 -10.73130
C -3.08171 -2.21382 -10.01427
O -4.11002 -1.53006 -9.80856
O -1.83814 -2.07954 -9.51479
H -0.66172 -3.02350 -7.78533
H -0.28522 -4.71557 -8.22904
H -1.97111 -4.04564 -7.89797
H -0.06524 -2.74183 -9.80301
H -1.69773 -4.97590 -10.83515
H -1.51669 -3.53987 -11.92385
C 8.23659 -5.89052 -1.15521
C 8.46486 -4.84575 -2.12157
C 9.91518 -4.89635 -2.66882
O 9.58155 -4.65934 -4.00619
C 8.37975 -4.96291 -4.31289
O 8.00942 -5.09534 -5.44467
O 7.65663 -5.22728 -3.25232
H 7.21287 -6.26336 -1.18811
H 8.33373 -5.57464 -0.11652
H 8.78231 -6.81408 -1.34846
H 8.10926 -3.82293 -1.99710
H 10.32523 -5.89059 -2.49147
H 10.60525 -4.12603 -2.32456
C -1.53695 6.79324 5.93574
C -1.50942 7.55080 7.25474
C -2.86018 8.20025 7.60811
O -3.28442 7.42713 8.68438
C -2.46077 6.39249 8.88567
O -2.53306 5.54497 9.78127
O -1.33985 6.54499 8.13985
H -2.43710 6.19836 5.78097
H -0.68361 6.20630 5.59600
H -1.73706 7.55136 5.17858
H -0.67780 8.25467 7.28758
H -3.50625 8.21406 6.73034
H -2.65709 9.18952 8.01823
C -5.61177 3.33458 -3.18686
C -6.73076 4.38376 -2.81082
C -6.44714 5.00441 -1.47784
O -6.84142 6.41389 -1.77642
C -7.02356 6.50927 -3.11495
O -7.20115 7.53583 -3.79690
O -6.76851 5.36863 -3.73093
H -5.57688 2.46259 -2.53379
H -4.61335 3.74994 -3.32377
H -5.84293 2.94275 -4.17738
H -7.65898 3.82221 -2.91655
H -5.36704 5.10827 -1.37439
H -6.92485 4.53513 -0.61781
C 10.84348 2.45051 2.34572
C 10.71395 0.94392 2.55136
C 11.36505 0.38952 3.77313
O 10.34649 -0.07468 4.62370
C 9.20605 -0.10636 3.93875
O 8.15670 -0.81850 4.16909
O 9.36598 0.62643 2.75345
H 11.92116 2.59499 2.42210
H 10.31807 2.99101 3.13306
H 10.31935 2.83896 1.47251
H 11.02978 0.51024 1.60254
H 11.84888 1.18954 4.33345
H 12.00578 -0.48309 3.64620
O -1.26777 0.13378 1.75946
C -0.25462 -0.21837 1.25649
O -0.29667 -0.53711 -0.07420
C 0.73220 -1.40470 -0.51410
C 1.62462 -1.30500 0.74624
O 0.86948 -0.65852 1.76866
H 0.32984 -2.38253 -0.77878
H 1.36907 -1.10730 -1.34719
H 2.55193 -0.77025 0.54072
H 2.11274 -2.26915 0.88863
O -8.90376 5.87209 5.30939
C -8.86820 4.72960 5.73439
O -7.87493 4.32196 6.33865
C -7.96789 2.97253 6.68522
C -8.69007 2.45033 5.52936
O -9.49381 3.64718 5.26257
H -6.99611 2.51581 6.87271
H -8.51011 2.99065 7.63061
H -9.33843 1.58229 5.64864
H -8.03803 2.27182 4.67432
O -1.83285 -8.04100 0.67212
C -2.93722 -7.97325 0.08347
O -4.22108 -8.35079 0.58348
C -5.17769 -8.26670 -0.45298
C -4.39643 -7.65617 -1.61651
O -3.09859 -7.55961 -1.21201
H -5.53540 -9.28652 -0.59479
H -6.00541 -7.69356 -0.03525
H -4.58008 -6.59305 -1.77195
H -4.42832 -8.35453 -2.45280
*
```

## Properties
LUMO: 0.0629 eV
SMILES: C[C@H]1COC(=O)O1.C[C@H]1COC(=O)O1.C[C@H]1COC(=O)O1.C[C@H]1COC(=O)O1.C[C@H]1COC(=O)O1.O=C1OCCO1.O=C1OCCO1.O=C1OCCO1
ΔE to the lowest compared entry with this formula, charge and spin: 150.2 kcal/mol
HOMO energy: -10.49 eV
Orbital gap: 10.551 eV
Largest force on an atom: 7.788 eV/Å

Atom charges from the Mulliken analysis, given in e for atoms 1 to 2: atom 1 (C): -1.2719, atom 2 (C): 0.2849